One molecule with the formula C2H6N2O, computed with ωB97M-V/def2-TZVPD.

Properties
LUMO level (eV): 0.7972
Orbital gap (eV): 10.422
Energy (hartree): -264.55760
E_HOMO (Ha): -0.3537
SMILES string: NCC(N)=O
Energy relative to the best compared isomer or geometry (same formula, charge and spin) (kcal per mole): 18.6

Each line ends with the natural charge from an NBO analysis.
Atoms and positions in Å:
N (-1.16103, -1.52014, -0.03830)  -0.835
C (-0.96451, -0.05691, 0.14619)  -0.338
C (0.42169, 0.54152, -0.12199)  0.662
N (1.45209, -0.30567, 0.21702)  -0.848
O (0.50342, 1.74161, -0.25977)  -0.589
H (-1.66545, -1.67783, -0.90137)  0.361
H (-1.81872, -1.73702, 0.70274)  0.357
H (-1.73015, 0.51547, -0.36397)  0.208
H (-1.07782, 0.18940, 1.21329)  0.211
H (1.17057, -1.13215, 0.70169)  0.406
H (2.32358, -0.20550, -0.27401)  0.406



C29H51N5OReSSi4Te as an isolated structure, computed with ωB97M-V/def2-TZVPD.

Properties
LUMO level (alpha / beta) (eV): -6.8534 / -6.8575
Orbital gap (alpha / beta) (eV): 6.803 / 6.591
2S+1: 4
Energy (hartree): -3386.59930
Net charge: +2
E_HOMO (alpha / beta) (Ha): -0.5018 / -0.4942
Energy relative to the best compared isomer or geometry (same formula, charge and spin) (kcal per mole): 39.6

Each line ends with the Mulliken spin population.
Atoms and positions in Å:
Re (0.07742, 0.69363, 1.46585)  2.926
S (-1.77817, -4.74809, -1.98104)  0.004
C (-1.35840, -3.30832, -1.10980)  0.001
C (-0.36546, -3.41095, -0.11966)  -0.016
C (-0.02576, -2.30505, 0.61423)  -0.005
N (-0.60979, -1.09973, 0.43022)  -0.174
C (-1.54154, -0.99606, -0.53671)  0.069
C (-1.92747, -2.05089, -1.32927)  -0.010
C (-3.33503, -4.28747, -2.70275)  0.000
C (-4.49686, -4.30613, -1.94556)  0.000
C (-5.67871, -3.92423, -2.56537)  0.000
N (-5.75459, -3.55099, -3.83796)  0.000
C (-4.63966, -3.56598, -4.55664)  0.000
C (-3.40025, -3.92507, -4.04076)  0.000
H (0.11669, -4.35613, 0.08883)  0.001
H (0.72238, -2.36492, 1.39392)  -0.020
H (-1.98843, -0.01814, -0.66642)  -0.028
H (-2.69039, -1.90047, -2.07945)  -0.001
H (-4.49078, -4.61558, -0.90948)  0.000
H (-6.60848, -3.92454, -2.00891)  0.000
H (-4.73265, -3.27642, -5.59691)  0.000
H (-2.51995, -3.93498, -4.66817)  0.000
C (-0.80038, 1.59228, -3.44376)  -0.007
Si (1.04945, 1.42866, -3.50289)  0.007
C (1.80026, 1.67968, -5.17066)  0.000
C (1.83125, 4.01434, -2.80021)  0.001
C (1.55122, -0.21321, -2.67558)  -0.006
Te (2.22105, 0.22586, -0.73062)  0.104
C (4.28440, 0.31002, -1.16586)  0.007
Si (5.22915, -1.26753, -0.61032)  0.002
C (4.83495, -1.54613, 1.19440)  0.003
C (4.54305, -2.65740, -1.65511)  0.000
C (7.03029, -0.93512, -0.90793)  0.000
H (-1.13121, 2.55331, -3.84055)  0.000
H (-1.15253, 1.53267, -2.40994)  0.002
H (-1.29834, 0.81277, -4.02270)  0.000
H (1.50137, 2.63391, -5.60567)  0.000
H (1.47213, 0.89802, -5.85762)  0.000
H (2.89053, 1.65279, -5.12763)  0.000
H (0.98811, 4.25842, -3.44699)  0.000
H (2.75682, 4.13408, -3.36166)  0.001
H (1.82538, 4.71015, -1.96991)  -0.001
H (2.38169, -0.71878, -3.16857)  0.001
H (0.71010, -0.90441, -2.61157)  0.001
H (4.63421, 1.22254, -0.68380)  0.000
H (4.30429, 0.44742, -2.24881)  0.000
H (3.76312, -1.58936, 1.40747)  0.004
H (5.26932, -0.77561, 1.83317)  0.000
H (5.25580, -2.50313, 1.51035)  0.000
H (3.45138, -2.72905, -1.58986)  0.000
H (4.93484, -3.61913, -1.32013)  0.000
H (4.80659, -2.54945, -2.70830)  0.000
H (7.36866, -0.06570, -0.34185)  0.000
H (7.25170, -0.76002, -1.96085)  0.000
H (7.62851, -1.78868, -0.58490)  0.000
N (2.96098, 1.72660, 1.65926)  -0.002
C (1.62487, 2.16947, 1.41732)  -0.122
O (0.80983, 2.33546, 2.42626)  0.015
C (1.47595, 2.94069, 0.13881)  0.057
C (1.06322, 4.30370, 0.19997)  0.002
N (0.72987, 5.40316, 0.24559)  0.009
C (1.71322, 2.29309, -1.03485)  -0.065
N (1.73349, 2.61060, -2.33889)  0.001
H (3.07161, 1.42055, 2.62163)  0.004
H (3.64237, 2.45495, 1.46503)  -0.002
C (-3.49404, 2.81216, 4.46988)  -0.003
Si (-1.81382, 2.58025, 3.66251)  0.044
C (-0.59675, 2.21890, 5.04311)  0.007
C (-1.61068, 4.18635, 2.72532)  -0.005
C (-1.76160, 1.14304, 2.34564)  0.079
Si (-2.50166, -0.51816, 2.95359)  0.006
C (-3.69854, -0.39169, 4.38270)  0.000
C (-1.05478, -1.55363, 3.61977)  0.077
C (-3.47495, -1.43144, 1.61550)  0.001
H (-3.46067, 3.83597, 4.85499)  -0.001
H (-3.71277, 2.15945, 5.30964)  0.000
H (-4.33313, 2.77224, 3.77289)  0.000
H (-0.15608, 3.13803, 5.43210)  0.000
H (0.22997, 1.56637, 4.76375)  -0.002
H (-1.12862, 1.74422, 5.87007)  0.000
H (-1.43292, 5.01177, 3.41684)  0.000
H (-2.56146, 4.39927, 2.22847)  0.000
H (-0.82424, 4.21630, 1.97636)  0.007
H (-2.34710, 1.61252, 1.53461)  0.032
H (-3.23695, -0.08719, 5.32151)  -0.001
H (-4.07454, -1.41060, 4.51641)  -0.001
H (-4.55472, 0.25063, 4.19051)  0.000
H (-1.19201, -1.71045, 4.69012)  0.007
H (-0.06855, -1.07494, 3.52024)  -0.017
H (-0.98854, -2.53782, 3.15585)  0.006
H (-4.42605, -1.73116, 2.05845)  0.001
H (-2.99112, -2.34593, 1.26282)  0.000
H (-3.72032, -0.82043, 0.74687)  -0.001



One molecule with the formula C19H22N6OS, computed with ωB97M-V/def2-TZVPD.

Properties
LUMO level (eV): 0.0800
Orbital gap (eV): 8.396
Energy (hartree): -1539.13024
E_HOMO (Ha): -0.3056
SMILES string: N#C[C@@H]1CCCN1C(=O)[C@@H]1CN(Cc2ccc(-c3csnn3)cc2)C[C@@H]1N
Energy relative to the best compared isomer or geometry (same formula, charge and spin) (kcal per mole): 62.3

Each line ends with the natural charge from an NBO analysis.
Atoms and positions in Å:
N (3.52195, -3.12081, 2.21468)  -0.309
C (3.16055, -2.19057, 2.76715)  0.273
C (2.65039, -1.04060, 3.52463)  -0.139
C (1.86905, -1.49822, 4.79116)  -0.388
C (0.41794, -1.53208, 4.36220)  -0.417
C (0.28480, -0.47659, 3.22755)  -0.212
N (1.68432, -0.23812, 2.78770)  -0.439
C (2.09529, 0.72702, 1.86808)  0.714
O (3.29461, 0.76684, 1.56250)  -0.633
C (1.09055, 1.73108, 1.29219)  -0.330
C (0.24540, 1.02205, 0.18649)  -0.203
N (-0.21540, 2.12813, -0.62561)  -0.469
C (-1.56844, 2.15700, -1.19897)  -0.225
C (-1.78089, 0.91691, -1.97338)  -0.077
C (-0.96252, 0.56945, -3.06116)  -0.132
C (-1.22490, -0.58345, -3.82451)  -0.212
C (-2.30013, -1.43439, -3.44424)  -0.073
C (-2.56124, -2.67325, -4.23042)  0.058
C (-1.69933, -3.26460, -5.13026)  -0.405
S (-2.42641, -4.72217, -5.80368)  0.586
N (-3.78650, -4.51996, -4.81989)  -0.332
N (-3.67355, -3.45708, -4.05816)  -0.191
C (-3.13739, -1.10529, -2.39033)  -0.196
C (-2.85653, 0.06795, -1.65842)  -0.146
C (0.40013, 3.41100, -0.17478)  -0.216
C (1.65893, 2.99786, 0.63917)  -0.027
N (2.76414, 2.74486, -0.30555)  -0.852
H (3.51163, -0.40890, 3.83847)  0.261
H (2.19418, -2.48511, 5.09720)  0.234
H (2.09234, -0.76705, 5.57298)  0.217
H (0.15719, -2.52581, 3.98956)  0.220
H (-0.25881, -1.25865, 5.17794)  0.225
H (-0.20598, 0.45740, 3.61493)  0.193
H (-0.39150, -0.83281, 2.45914)  0.207
H (0.41019, 2.03921, 2.05717)  0.214
H (0.82108, 0.31770, -0.38874)  0.197
H (-0.62736, 0.49103, 0.65071)  0.184
H (-2.29910, 2.20238, -0.37400)  0.170
H (-1.72982, 3.06305, -1.83672)  0.220
H (-0.18746, 1.27547, -3.37795)  0.213
H (-0.56651, -0.82596, -4.66351)  0.213
H (-0.73356, -2.85001, -5.43336)  0.244
H (-3.99487, -1.73472, -2.10516)  0.240
H (-3.45043, 0.29770, -0.76790)  0.201
H (-0.26490, 3.95226, 0.49732)  0.167
H (0.66346, 4.02602, -1.01884)  0.211
H (1.97271, 3.73144, 1.41510)  0.206
H (2.42907, 2.18640, -1.10007)  0.357
H (3.51360, 2.26601, 0.17159)  0.395